A structure of composition C2H21O9Pb2 in a non-equilibrium geometry. Source: the OMol25 dataset; level of theory: ωB97M-V/def2-TZVPD.

XYZ file:
```
34
Properties=species:S:1:pos:R:3
Pb -4.246 4.632 -1.576
Pb 2.153 6.709 -0.815
C -0.565 -0.664 -0.035
C 0.023 0.714 0.365
O -0.310 1.786 -0.454
H -0.405 -0.924 -1.082
H -1.649 -0.692 0.070
H -0.095 -1.350 0.669
H 1.086 0.523 0.514
H -0.437 0.867 1.341
O 5.117 -1.250 -2.240
H 5.917 -1.433 -1.748
H 4.462 -1.836 -1.859
O 0.107 1.333 -5.037
H 0.359 1.551 -4.140
H 0.267 2.135 -5.533
O -2.188 3.806 5.242
H -2.905 3.226 5.501
H -1.669 3.286 4.628
O 2.844 -5.092 -0.587
H 2.240 -5.553 -0.005
H 2.550 -5.322 -1.469
O -7.217 -2.620 0.480
H -6.746 -2.850 1.281
H -7.692 -3.416 0.244
O 4.490 -4.246 3.426
H 4.240 -3.895 2.571
H 3.775 -4.838 3.660
O 5.256 3.279 -2.860
H 6.213 3.293 -2.878
H 5.033 2.361 -2.703
O -6.493 2.269 1.345
H -7.086 2.786 1.891
H -6.428 1.426 1.793
```

Calculated values
net charge: +3
energy: -31298.1285 eV
Kohn-Sham gap: 0.0731 Eh